No. 1
# C14H12BrCrF5IN3OS2Te

C14H12BrCrF5IN3OS2Te as an isolated structure (wB97M-V/def2-TZVPD, OMol25).

```
41
Properties=species:S:1:pos:R:3:forces:R:3
Cr 0.377732 0.191834 0.756146 -0.064 -0.013 0.063
C -5.551366 1.175297 1.636887 0.016 0.082 -0.020
S -4.630450 -0.183633 0.867949 0.027 -0.029 0.132
C -3.096056 -0.223295 1.694900 0.025 -0.085 0.080
S -2.858107 0.921784 2.977635 0.024 0.080 -0.090
N -2.340807 -1.193928 1.318431 -0.180 0.103 -0.380
N -0.984247 -1.220917 1.448748 0.154 -0.211 0.293
C -0.452482 -2.345213 1.764763 0.022 0.070 0.040
C 0.996860 -2.484724 1.612134 -0.050 -0.045 -0.005
C 1.689106 -3.626940 1.964241 0.021 0.061 0.007
C 3.063060 -3.654056 1.756144 -0.019 -0.025 0.009
C 3.691706 -2.549514 1.210387 0.010 0.057 -0.007
C 2.927841 -1.441739 0.872015 0.016 -0.046 0.065
N 1.612922 -1.422808 1.060862 0.087 -0.047 -0.110
H -6.581157 0.839204 1.726092 -0.015 0.012 -0.062
H -5.493832 2.053278 0.999706 -0.015 0.008 0.015
H -5.212740 1.434538 2.637097 0.001 -0.126 0.053
H -1.067913 -3.173621 2.098701 0.003 -0.032 -0.061
H 1.166457 -4.470077 2.393315 -0.003 -0.002 0.008
H 3.633329 -4.533310 2.022310 0.011 0.002 0.007
H 4.759442 -2.531885 1.049406 0.002 -0.011 -0.016
H 3.361683 -0.543226 0.452486 0.022 -0.011 -0.015
Br -1.706201 -0.808965 -4.942620 -0.014 -0.024 0.019
C -0.418089 0.486548 -4.482311 0.044 0.045 -0.047
C -0.004608 1.378034 -5.463407 0.015 0.003 0.017
C 0.941684 2.344674 -5.167819 -0.004 -0.003 0.001
C 1.482494 2.427321 -3.894143 0.004 -0.002 0.011
C 1.080995 1.541471 -2.906302 -0.018 0.030 -0.024
C 0.131657 0.578049 -3.210090 0.001 0.037 -0.060
I -0.488802 -0.766296 -1.732478 -0.034 -0.105 -0.043
H -0.427459 1.306525 -6.455339 -0.013 -0.005 -0.001
H 1.254574 3.034696 -5.939122 0.006 0.004 -0.005
H 2.220743 3.182241 -3.661324 0.005 0.002 0.002
H 1.494872 1.613660 -1.911443 -0.002 -0.020 0.004
F 2.945447 2.799950 2.246565 0.060 -0.055 0.002
Te 1.097025 2.617822 2.189363 0.308 -0.381 0.045
F 1.062809 2.998761 4.022829 -0.133 -0.019 0.004
F 1.682241 1.508372 0.239620 -0.015 -0.006 -0.275
F -1.479816 0.375104 3.579306 -0.024 -0.041 0.057
F -0.844791 1.565316 0.693959 -0.114 0.132 0.068
O 0.964244 0.799666 2.474405 -0.167 0.617 0.214
```
Forces are in eV/Å.

Results
- total energy (eV) = -170342.0544
- charge = +1
- energy above the lowest of the compared OMol25 structures with the same formula, charge and spin (kJ/mol) = 9.9
- HOMO (spin up / spin down) (eV) = -11.73 / -11.74
- spin multiplicity = 4
- expectation value of S² = 3.77


No. 2
# C2H3N3O

One molecule with the formula C2H3N3O at a distorted geometry (wB97M-V/def2-TZVPD, OMol25).

```
9
Properties=species:S:1:pos:R:3:forces:R:3
N 1.786428 -0.308527 -0.326487 -0.142 -1.690 2.074
C 0.412584 -0.034973 -0.140997 -3.138 -2.379 -3.146
N -0.558519 -0.492402 -1.053188 1.322 1.448 2.636
N -1.774477 -0.002434 -0.540742 -0.024 0.260 -1.431
C -1.578102 0.778576 0.450770 1.385 -1.558 3.002
O -0.200191 0.618031 0.783541 1.149 2.439 2.269
H 2.373845 -0.828354 0.599335 -2.663 1.881 -3.881
H 1.690032 -0.873378 -1.226171 1.077 0.446 1.790
H -2.151599 1.143462 1.453938 1.035 -0.847 -3.313
```
Forces are in eV/Å.

Results
- total energy (eV) = -8637.5765
- charge = 0
- energy above the lowest of the compared OMol25 structures with the same formula, charge and spin (kJ/mol) = 281.5
- HOMO (eV) = -9.33
- structure (SMILES) = Nc1nnco1


No. 3
# C19H18F6HfN2O7PS2

C19H18F6HfN2O7PS2 as an isolated structure at a distorted geometry (wB97M-V/def2-TZVPD, OMol25).

```
56
Properties=species:S:1:pos:R:3:forces:R:3
Hf -1.706962 -0.180594 0.775037 -0.361 -1.031 1.068
N -0.962561 -2.927547 3.757588 0.173 -0.021 -0.027
C -1.424254 -1.853864 3.149870 -0.159 0.224 0.045
O -0.653495 -1.080202 2.512580 -0.102 -0.002 0.092
C -2.900827 -1.548751 3.197006 0.021 0.038 0.043
C -3.145046 -0.218080 2.484088 0.119 -0.249 0.200
H 0.014157 -3.169928 3.697956 0.011 0.026 0.038
H -1.590494 -3.554618 4.232099 0.014 0.017 0.051
H -3.224379 -1.567864 4.242474 -0.002 -0.033 0.009
H -3.424797 -2.365788 2.692556 0.046 -0.045 0.014
H -2.884386 0.598514 3.165562 -0.064 0.076 -0.044
H -4.195162 -0.108929 2.213137 -0.003 0.011 -0.014
O -0.897822 -3.743609 -1.054389 -0.059 -0.099 -0.034
C -0.662565 -2.797737 -0.369405 -0.076 0.292 0.190
O -1.624467 -2.079701 0.269608 0.465 -0.538 -0.864
C 0.749466 -2.266897 -0.124464 -0.003 -0.052 -0.110
P 0.879862 -0.421580 -0.235627 0.405 -0.638 0.200
C 2.313512 -0.004641 0.784901 0.116 0.013 -0.102
C 3.602224 -0.262654 0.312114 0.014 -0.052 0.054
C 4.702610 0.028507 1.100367 -0.030 0.015 0.018
C 4.524730 0.585387 2.361558 0.003 -0.001 -0.014
C 3.247889 0.850092 2.833399 0.018 -0.019 -0.024
C 2.142418 0.559256 2.045485 -0.023 0.068 0.056
C 1.415698 -0.109836 -1.935812 -0.196 0.162 -0.055
C 1.949479 1.144903 -2.233635 -0.032 0.034 -0.026
C 2.333093 1.446107 -3.529871 0.005 -0.024 -0.004
C 2.180368 0.502037 -4.538401 0.000 -0.005 0.029
C 1.638102 -0.741426 -4.248765 0.001 0.014 0.035
C 1.251222 -1.048788 -2.950609 0.078 -0.028 -0.031
H 1.437214 -2.773806 -0.797973 0.085 -0.021 0.086
H 1.028012 -2.501139 0.905192 -0.033 -0.026 0.012
H 3.746499 -0.688182 -0.673487 -0.009 0.011 -0.007
H 5.698401 -0.173614 0.728959 -0.003 0.003 0.010
H 5.386160 0.820813 2.972589 -0.007 -0.007 0.003
H 3.110647 1.289784 3.812218 -0.003 0.012 -0.007
H 1.152674 0.783137 2.423870 -0.008 -0.025 -0.040
H 2.073007 1.886298 -1.452744 0.006 -0.009 0.002
H 2.754887 2.417378 -3.751368 0.000 -0.006 -0.006
H 2.490161 0.734612 -5.548759 -0.018 0.005 0.007
H 1.517509 -1.479003 -5.031122 0.006 0.002 0.006
H 0.828454 -2.024845 -2.746650 -0.006 0.004 -0.012
F -1.579302 -0.867110 -2.294896 -0.144 -0.087 -0.193
C -2.525347 -0.116262 -2.864224 0.108 0.180 0.129
F -2.047758 0.480891 -3.928413 -0.067 -0.045 -0.080
F -3.579089 -0.848343 -3.138972 0.013 0.002 -0.125
S -3.020965 1.132673 -1.591359 0.279 0.199 0.457
O -3.389325 0.235071 -0.436303 -0.309 0.754 -0.935
O -4.001018 2.025436 -2.080870 -0.091 -0.240 0.070
N -1.580878 1.737396 -1.275849 -0.198 0.069 0.386
S -1.150885 2.665049 -0.050424 -0.118 -0.431 0.113
O -1.206763 1.809937 1.187958 0.157 1.439 -0.521
O 0.068479 3.344513 -0.273162 -0.080 -0.100 -0.125
C -2.494978 3.906249 0.268236 0.168 0.010 -0.046
F -2.694782 4.582645 -0.840914 -0.020 0.129 0.005
F -3.600238 3.277153 0.631040 -0.023 -0.104 0.005
F -2.068389 4.681501 1.241025 -0.063 0.126 0.011
```
Forces are in eV/Å.

Results
- total energy (eV) = -85876.0278
- charge = +1
- energy above the lowest of the compared OMol25 structures with the same formula, charge and spin (kJ/mol) = 4.5
- HOMO (eV) = -11.75